Entry 1:
{
  "formula": "C28H24ClN2O2OsS",
  "method": "ωB97M-V/def2-TZVPD",
  "fmax_ev_per_a": 2.993,
  "homo_ev": [-16.392, -16.381],
  "e_tot_ev": -62296.046,
  "molar_mass_g_mol": 678.3,
  "multiplicity": 5,
  "total_charge": 3,
  "lumo_energy_ev": [-10.3774, -12.4409],
  "s_squared": 6.046,
  "species": ["Os", "C", "C", "C", "C", "N", "C", "C", "C", "C", "C", "C", "C", "H", "H", "H", "H", "H", "H", "H", "H", "O", "H", "H", "O", "S", "C", "C", "C", "C", "C", "C", "C", "C", "C", "C", "C", "C", "H", "H", "H", "H", "H", "H", "H", "H", "H", "H", "Cl", "C", "C", "C", "C", "N", "C", "H", "H", "H", "H"],
  "positions_angstrom": [[-0.2863, 2.0038, -0.3689], [3.8456, 1.9099, -1.4256], [4.4945, 1.7982, -0.2002], [3.7453, 1.7499, 0.9655], [2.3573, 1.8380, 0.8922], [1.7435, 1.9527, -0.3093], [2.4631, 1.9760, -1.4311], [1.4171, 1.8463, 2.0115], [1.7771, 1.7523, 3.3519], [0.8019, 1.8331, 4.3358], [-0.5328, 2.0192, 3.9910], [-0.9095, 2.1046, 2.6575], [0.0465, 2.0053, 1.6503], [4.3958, 1.9447, -2.3531], [5.5724, 1.7610, -0.1601], [4.2329, 1.6474, 1.9195], [1.9086, 2.0467, -2.3633], [2.8116, 1.6271, 3.6345], [1.0856, 1.7722, 5.3758], [-1.2839, 2.0861, 4.7631], [-1.9539, 2.2586, 2.4204], [0.1343, 4.3807, -1.1880], [-0.1153, 5.1020, -0.5983], [0.8496, 4.7165, -1.7405], [0.0405, -0.3268, -1.0128], [0.5858, -1.4101, -0.1097], [-0.8696, -2.4712, 0.2165], [-1.7087, -2.7587, -0.8439], [-2.8352, -3.5291, -0.5967], [-3.0800, -4.0023, 0.6796], [-2.2362, -3.6923, 1.7339], [-1.1065, -2.9162, 1.5027], [1.5527, -2.5407, -1.1249], [2.4650, -3.3177, -0.3999], [3.3074, -4.1827, -1.0688], [3.2294, -4.2789, -2.4558], [2.3076, -3.5090, -3.1704], [1.4738, -2.6238, -2.5092], [-1.4983, -2.3934, -1.8360], [-3.4962, -3.7667, -1.4173], [-3.9313, -4.6450, 0.8497], [-2.4365, -4.0613, 2.7273], [-0.4323, -2.6800, 2.3116], [2.5115, -3.2244, 0.6750], [4.0282, -4.7724, -0.5214], [3.8760, -4.9614, -2.9851], [2.2412, -3.6110, -4.2432], [0.7744, -2.0184, -3.0648], [-4.9528, 4.3941, -2.4233], [-4.2757, 3.1073, -1.5293], [-5.0787, 2.0594, -1.0648], [-4.4933, 1.0688, -0.2946], [-3.1435, 1.1454, -0.0006], [-2.3542, 2.1230, -0.4805], [-2.9117, 3.0830, -1.2250], [-6.1339, 2.0426, -1.2922], [-5.0847, 0.2546, 0.0951], [-2.6722, 0.4139, 0.6443], [-2.2626, 3.8672, -1.5977]],
  "forces_ev_per_a": [[0.2, -1.2, 1.7], [-0.3, 0.0, 0.1], [-0.2, 0.1, -0.1], [-0.6, 0.0, 0.0], [0.6, -0.1, 0.3], [0.5, 0.0, 0.3], [0.6, 0.0, -0.8], [0.3, 0.0, 0.2], [0.0, 0.0, -0.8], [0.0, 0.1, 0.1], [-0.2, 0.0, -0.4], [-0.7, 0.1, 0.4], [0.2, 0.0, -1.2], [0.0, 0.0, -0.1], [0.1, -0.1, 0.0], [0.0, 0.0, 0.2], [0.1, 0.0, 0.0], [0.1, 0.0, 0.0], [0.0, 0.0, 0.1], [-0.1, 0.1, 0.0], [0.0, 0.0, 0.0], [-0.2, -0.5, 0.1], [0.0, 0.2, 0.1], [0.1, 0.1, -0.1], [-0.8, 2.7, -1.1], [0.0, -2.5, 1.0], [0.8, 0.9, -0.2], [-0.3, -0.1, 0.0], [0.3, 0.2, -0.4], [-0.2, -0.2, 0.3], [0.2, 0.0, -0.1], [-0.1, 0.0, 0.2], [0.5, 0.2, 0.2], [-0.4, 0.5, 0.0], [0.0, -0.1, -0.4], [-0.3, 0.2, 0.0], [0.3, -0.3, 0.2], [-0.3, 0.2, 0.2], [0.0, 0.0, -0.2], [-0.1, -0.1, 0.0], [-0.1, 0.0, 0.1], [0.0, -0.1, 0.1], [0.1, 0.1, 0.1], [0.1, 0.0, 0.2], [0.0, 0.0, 0.0], [0.1, 0.0, 0.0], [0.0, 0.0, -0.1], [-0.1, 0.1, -0.1], [0.2, -0.2, 0.1], [0.3, -0.2, 0.2], [0.3, 0.3, -0.1], [0.4, 0.1, 0.1], [-0.4, -0.8, 0.4], [0.2, -0.3, 0.1], [-0.8, 1.1, -0.9], [-0.1, 0.0, -0.1], [0.0, -0.1, 0.1], [0.0, -0.1, -0.1], [-0.1, 0.0, 0.0]]
}

---

Entry 2:
{
  "formula": "C28H24N3ScSe",
  "method": "ωB97M-V/def2-TZVPD",
  "fmax_ev_per_a": 1.058,
  "homo_ev": -6.020,
  "e_tot_ev": -119944.892,
  "molar_mass_g_mol": 526.4,
  "relative_energy_kj_mol": 32.3,
  "lumo_energy_ev": -0.7506,
  "species": ["Sc", "C", "C", "C", "C", "C", "C", "C", "H", "H", "H", "H", "H", "H", "H", "H", "C", "C", "C", "C", "N", "C", "C", "C", "C", "C", "C", "N", "H", "H", "H", "H", "H", "H", "H", "H", "C", "C", "C", "C", "N", "C", "C", "C", "C", "C", "C", "C", "H", "H", "H", "H", "H", "H", "H", "H", "Se"],
  "positions_angstrom": [[-0.3778, 0.8912, -0.5457], [-3.7287, 0.5364, 1.6451], [-2.3962, 1.0076, 2.1545], [-1.7011, 0.3212, 3.1459], [-0.5262, 0.8364, 3.6781], [-0.0110, 2.0344, 3.2031], [-0.6977, 2.7356, 2.2185], [-1.8860, 2.2300, 1.7000], [-4.5299, 1.0449, 2.1874], [-3.8577, -0.5382, 1.7829], [-3.8394, 0.7906, 0.5897], [-2.0951, -0.6160, 3.5258], [-0.0086, 0.2996, 4.4637], [0.9075, 2.4337, 3.6151], [-0.3413, 3.7018, 1.8881], [-2.4639, 2.8134, 0.9982], [1.9724, -1.5304, 2.6409], [1.2843, -2.7218, 2.7906], [0.1864, -2.9658, 1.9820], [-0.2051, -2.0052, 1.0576], [0.4429, -0.8386, 0.9413], [1.5125, -0.6221, 1.7031], [-1.3577, -2.2096, 0.1486], [-1.9065, -3.4636, -0.0859], [-2.9841, -3.5748, -0.9518], [-3.4810, -2.4320, -1.5494], [-2.8639, -1.2168, -1.2788], [-1.8199, -1.1069, -0.4609], [2.8387, -1.2958, 3.2429], [1.5969, -3.4529, 3.5244], [-0.3609, -3.8925, 2.0711], [2.0193, 0.3227, 1.5416], [-1.4922, -4.3503, 0.3725], [-3.4216, -4.5440, -1.1546], [-4.3239, -2.4667, -2.2247], [-3.1999, -0.2932, -1.7412], [2.0698, -2.3462, -2.9495], [3.1817, -1.5916, -3.3054], [3.1853, -0.2409, -3.0313], [2.0874, 0.3493, -2.3930], [1.0309, -0.3999, -2.0205], [1.0305, -1.7016, -2.3150], [2.0668, 1.7906, -2.0707], [2.7546, 2.6678, -2.9143], [2.8151, 4.0160, -2.6210], [2.1927, 4.4783, -1.4697], [1.4824, 3.6036, -0.6627], [1.3653, 2.2309, -0.9219], [2.0150, -3.4052, -3.1578], [4.0321, -2.0619, -3.7823], [4.0389, 0.3690, -3.2864], [0.1381, -2.2512, -2.0379], [3.2087, 2.3048, -3.8298], [3.3338, 4.6982, -3.2822], [2.2302, 5.5331, -1.2224], [0.9762, 4.0303, 0.1967], [-2.1190, 2.0643, -1.7426]],
  "forces_ev_per_a": [[-0.9, -0.1, -0.5], [0.0, 0.0, 0.0], [-0.1, 0.0, 0.0], [0.0, 0.0, 0.0], [0.0, 0.0, 0.0], [0.0, 0.0, 0.0], [0.0, -0.1, 0.0], [-0.1, 0.1, 0.2], [0.0, 0.0, 0.0], [0.0, 0.0, 0.0], [0.0, 0.0, 0.0], [0.0, 0.0, 0.0], [0.0, 0.0, 0.0], [0.0, 0.0, 0.0], [0.0, 0.0, 0.0], [0.1, -0.1, -0.1], [0.0, -0.1, 0.0], [0.0, 0.1, 0.0], [0.0, 0.0, -0.1], [0.2, 0.0, 0.2], [0.0, 0.0, 0.0], [0.1, 0.2, -0.1], [-0.2, 0.0, -0.1], [0.0, 0.0, 0.1], [0.0, 0.1, 0.0], [0.1, -0.1, 0.1], [-0.2, -0.1, -0.2], [0.3, -0.1, 0.0], [0.0, 0.0, 0.0], [0.0, 0.0, 0.0], [0.0, 0.0, 0.0], [0.0, 0.0, 0.0], [0.0, 0.0, 0.0], [0.0, 0.0, 0.0], [0.0, 0.0, 0.0], [0.1, 0.1, 0.1], [0.1, 0.0, -0.1], [-0.1, 0.0, 0.0], [0.0, 0.0, 0.0], [0.0, -0.1, 0.0], [0.0, 0.4, 0.1], [-0.2, -0.1, 0.0], [0.0, 0.2, 0.3], [0.0, 0.0, -0.1], [0.0, 0.0, 0.0], [0.0, 0.1, 0.0], [0.0, -0.1, 0.1], [0.5, 0.1, -0.4], [0.0, 0.0, 0.0], [0.0, 0.0, 0.0], [0.0, 0.0, 0.0], [0.0, 0.0, 0.0], [0.0, 0.0, 0.0], [0.0, 0.0, 0.0], [0.0, 0.0, 0.0], [0.0, 0.0, 0.0], [0.4, -0.2, 0.1]]
}

---

Entry 3:
{
  "formula": "C28H24O2",
  "method": "ωB97M-V/def2-TZVPD",
  "smiles": "COc1cccc(O[C@H](C=C(c2ccccc2)c2ccccc2)c2ccccc2)c1",
  "fmax_ev_per_a": 2.825,
  "homo_ev": -8.014,
  "e_tot_ev": -33518.392,
  "molar_mass_g_mol": 392.5,
  "lumo_energy_ev": -0.2699,
  "species": ["C", "O", "C", "C", "C", "C", "C", "O", "C", "C", "C", "C", "C", "C", "C", "C", "C", "C", "C", "C", "C", "C", "C", "C", "C", "C", "C", "C", "C", "C", "H", "H", "H", "H", "H", "H", "H", "H", "H", "H", "H", "H", "H", "H", "H", "H", "H", "H", "H", "H", "H", "H", "H", "H"],
  "positions_angstrom": [[1.9091, -5.7122, 1.8108], [2.0878, -4.5823, 0.9513], [1.0057, -3.8825, 0.4893], [-0.3233, -4.2009, 0.7927], [-1.3090, -3.3066, 0.3733], [-1.0234, -2.1720, -0.3718], [0.2952, -1.9122, -0.8365], [0.5506, -1.0137, -1.7761], [0.6595, 0.6464, -1.4729], [-0.4562, 1.2970, -0.8295], [-0.6855, 1.5510, 0.5228], [-2.0332, 2.0429, 0.9384], [-2.8043, 2.9136, 0.1335], [-4.0964, 3.2770, 0.5223], [-4.6713, 2.7418, 1.6816], [-3.9262, 1.8622, 2.4813], [-2.6112, 1.5521, 2.1361], [0.3331, 1.3778, 1.5636], [1.2941, 0.3474, 1.5401], [2.2990, 0.2793, 2.5034], [2.3223, 1.1946, 3.5630], [1.3141, 2.1650, 3.6647], [0.3477, 2.2650, 2.6644], [0.9786, 0.9315, -2.9153], [2.3078, 0.8285, -3.3247], [2.6748, 1.1149, -4.6555], [1.6977, 1.4828, -5.6018], [0.3625, 1.5565, -5.1819], [0.0009, 1.2638, -3.8497], [1.3088, -2.7624, -0.3257], [2.8981, -6.1340, 1.9557], [1.5015, -5.4141, 2.7891], [1.2616, -6.4800, 1.3453], [-0.5684, -5.1095, 1.3596], [-2.3393, -3.5092, 0.6481], [-1.8127, -1.4788, -0.6775], [1.5570, 0.6286, -0.8850], [-1.1556, 1.7218, -1.5448], [-2.3692, 3.3464, -0.7702], [-4.6578, 3.9872, -0.0763], [-5.7035, 2.9814, 1.9624], [-4.3523, 1.4262, 3.3837], [-2.0116, 0.9169, 2.8015], [1.2211, -0.4225, 0.7718], [3.0803, -0.4719, 2.4195], [3.1084, 1.1408, 4.3317], [1.2802, 2.8567, 4.5052], [-0.4125, 3.0474, 2.7269], [3.0594, 0.5411, -2.5965], [3.7238, 1.0706, -4.9507], [1.9738, 1.6247, -6.6559], [-0.3999, 1.8604, -5.9069], [-1.0439, 1.3101, -3.5517], [2.3520, -2.5864, -0.5759]],
  "forces_ev_per_a": [[-0.5, 0.2, -0.4], [0.0, -0.2, 0.0], [-0.2, 0.5, -0.1], [0.5, 0.0, 0.1], [0.0, 0.1, 0.1], [0.2, 0.4, -0.5], [-0.5, -2.1, 1.9], [0.0, 2.1, 0.1], [1.2, -2.3, -1.1], [-1.2, 0.7, 1.6], [0.2, -0.4, -2.3], [-0.7, 0.3, 0.1], [0.2, -0.2, 0.6], [0.1, -0.3, 0.3], [0.2, -0.3, 0.0], [0.1, 0.4, -0.4], [0.2, 0.1, -0.4], [0.5, -0.5, 1.1], [-0.2, 0.2, -0.1], [-0.1, 0.5, 0.2], [-0.1, 0.0, 0.1], [0.1, -0.3, -0.4], [0.1, -0.1, -0.2], [0.0, 0.7, 0.0], [0.1, 0.5, -0.9], [-0.5, 0.0, 0.3], [0.0, -0.5, 0.7], [0.0, -0.1, 0.2], [0.3, 0.4, -0.7], [-0.4, -0.1, 0.0], [0.1, 0.0, 0.0], [0.0, 0.0, -0.3], [0.2, 0.4, 0.2], [0.0, 0.6, -0.3], [0.1, 0.0, 0.0], [0.2, -0.4, 0.1], [0.4, 0.2, 0.2], [-0.5, -0.5, 0.4], [-0.1, -0.2, 0.3], [0.0, -0.1, 0.0], [0.5, 0.0, -0.2], [0.0, 0.2, -0.2], [-0.3, 0.2, -0.4], [0.1, 0.2, 0.4], [-0.2, 0.0, 0.1], [-0.4, 0.0, -0.5], [0.1, -0.2, -0.2], [0.3, -0.3, 0.0], [0.0, 0.1, -0.1], [-0.3, -0.1, 0.1], [-0.2, 0.2, 0.6], [0.2, -0.2, 0.3], [0.2, 0.0, -0.1], [-0.1, 0.0, -0.1]]
}

---

Entry 4:
{
  "formula": "C28H25AuN4O4S",
  "method": "ωB97M-V/def2-TZVPD",
  "fmax_ev_per_a": 0.373,
  "homo_ev": -6.981,
  "e_tot_ev": -58119.607,
  "molar_mass_g_mol": 710.6,
  "relative_energy_kj_mol": 5.7,
  "lumo_energy_ev": -0.4033,
  "species": ["Au", "O", "C", "C", "C", "C", "N", "C", "C", "C", "C", "C", "C", "O", "C", "C", "N", "H", "H", "H", "H", "H", "H", "H", "H", "H", "H", "H", "H", "C", "C", "C", "C", "C", "C", "C", "S", "O", "O", "N", "C", "C", "C", "C", "C", "C", "C", "C", "N", "C", "H", "H", "H", "H", "H", "H", "H", "H", "H", "H", "H", "H", "H"],
  "positions_angstrom": [[-0.4640, -0.9501, -0.0878], [-1.3548, 4.2781, 4.4589], [-2.4475, 3.4933, 4.0230], [-1.9824, 2.5306, 2.9659], [-2.8123, 1.5004, 2.5487], [-2.3551, 0.6276, 1.5859], [-1.1418, 0.7280, 1.0262], [-0.3449, 1.7472, 1.3864], [-0.7427, 2.6492, 2.3687], [0.9795, 1.9232, 0.6892], [1.7390, 3.0743, 0.8555], [2.9363, 3.1952, 0.1586], [3.7819, 4.4332, 0.3277], [3.0144, 5.6250, 0.3374], [3.3156, 2.1645, -0.6851], [2.4939, 1.0506, -0.7937], [1.3615, 0.9410, -0.1175], [-1.6806, 4.9598, 5.0519], [-3.2377, 4.1234, 3.5977], [-2.8849, 2.9243, 4.8508], [-3.7998, 1.3581, 2.9676], [-2.9618, -0.1959, 1.2386], [-0.0844, 3.4400, 2.6870], [1.4220, 3.8879, 1.4899], [4.5589, 4.4614, -0.4427], [4.2846, 4.4046, 1.2962], [2.5760, 5.7110, -0.5155], [4.2289, 2.2247, -1.2628], [2.7306, 0.2252, -1.4560], [-5.1593, 0.8237, -3.1425], [-3.8501, 0.0873, -3.0731], [-2.6422, 0.7586, -3.2290], [-1.4347, 0.0772, -3.1798], [-1.4343, -1.2911, -2.9667], [-2.6274, -1.9861, -2.8319], [-3.8236, -1.2931, -2.8791], [0.1059, -2.1576, -2.8904], [1.1320, -1.2148, -3.2861], [-0.0368, -3.3507, -3.6929], [0.2010, -2.5249, -1.3220], [1.2367, -3.3652, -0.8972], [2.0310, -4.1252, -1.7302], [3.0357, -4.9769, -1.2284], [3.2824, -5.0969, 0.1045], [2.5068, -4.3269, 1.0031], [2.7107, -4.3785, 2.4013], [1.9530, -3.6120, 3.2336], [0.9767, -2.7755, 2.6550], [0.7609, -2.7079, 1.3704], [1.4972, -3.4671, 0.5199], [-5.0117, 1.8998, -3.0589], [-5.8337, 0.5095, -2.3453], [-5.6657, 0.6323, -4.0906], [-2.6467, 1.8306, -3.3883], [-0.4928, 0.5955, -3.2912], [-2.6109, -3.0576, -2.6840], [-4.7580, -1.8310, -2.7661], [1.8800, -4.0929, -2.7967], [3.6159, -5.5496, -1.9410], [4.0479, -5.7594, 0.4866], [3.4806, -5.0326, 2.7932], [2.0851, -3.6339, 4.3068], [0.3600, -2.1425, 3.2865]],
  "forces_ev_per_a": [[0.0, 0.1, 0.0], [0.0, 0.0, 0.0], [0.1, 0.0, 0.0], [-0.1, 0.1, 0.1], [0.0, -0.1, -0.1], [0.0, 0.0, 0.0], [0.1, -0.1, -0.1], [0.2, 0.0, -0.1], [0.0, 0.0, 0.0], [-0.2, 0.0, 0.1], [0.0, 0.0, -0.1], [0.0, 0.0, 0.0], [0.0, 0.0, 0.0], [0.0, 0.0, 0.0], [0.0, 0.0, 0.0], [0.0, 0.0, 0.0], [0.0, 0.0, 0.0], [0.0, 0.0, 0.0], [0.0, 0.0, 0.0], [0.0, 0.0, 0.0], [0.0, 0.0, 0.0], [0.0, 0.0, 0.0], [0.0, 0.0, 0.0], [0.0, 0.0, 0.0], [0.0, 0.0, 0.0], [0.0, 0.0, 0.0], [0.0, 0.0, 0.0], [0.0, 0.0, 0.0], [0.0, 0.0, 0.0], [0.0, 0.0, 0.0], [0.0, 0.0, 0.0], [0.0, 0.0, 0.0], [0.0, 0.0, 0.0], [-0.1, 0.1, 0.0], [0.0, 0.0, 0.0], [0.0, 0.0, 0.0], [0.0, 0.0, -0.4], [0.0, -0.1, 0.0], [0.0, 0.1, 0.0], [0.1, -0.1, 0.3], [-0.2, 0.1, 0.1], [0.1, -0.1, 0.0], [-0.1, 0.0, -0.1], [-0.1, 0.1, 0.1], [0.2, -0.2, 0.0], [0.0, 0.0, 0.0], [-0.1, 0.0, 0.0], [0.1, 0.0, 0.1], [0.0, -0.1, 0.0], [-0.2, 0.2, 0.0], [0.0, 0.0, 0.0], [0.0, 0.0, 0.0], [0.0, 0.0, 0.0], [0.0, 0.0, 0.0], [0.0, 0.0, 0.0], [0.0, 0.0, 0.0], [0.0, 0.0, 0.0], [0.0, 0.0, 0.0], [0.0, 0.0, 0.0], [0.0, 0.0, 0.0], [0.0, 0.0, 0.0], [0.0, 0.0, 0.0], [0.0, 0.0, 0.0]]
}